Record 1
DFT (the ωB97M-V functional and the def2-TZVPD basis) results for one molecule with the formula C4H5NO2.

Output
SMILES	C=N/C=C\OC=O
net charge	0
HOMO energy	-9.209	eV
HOMO-LUMO gap	9.9	eV
multiplicity	1
relative energy (zero: lowest compared OMol25 entry of this formula, charge and spin)	2.003	eV
electronic energy	-9812.312	eV

Atoms and positions in Å:
C1 -1.079 1.738 0.567
N1 -0.426 0.658 0.687
C2 0.895 0.641 0.211
C3 1.432 -0.484 -0.258
O1 0.823 -1.714 -0.205
C4 -0.506 -1.896 -0.454
O2 -1.183 -1.297 -1.234
H1 -2.124 1.773 0.880
H2 -0.657 2.657 0.133
H3 1.478 1.565 0.191
H4 2.448 -0.541 -0.634
H5 -0.840 -2.741 0.160

Cartesian forces (eV/Å) of the 6 atoms listed first:
-0.01 -0.07 0.07
-0.10 0.38 -0.02
0.05 -0.11 -0.23
0.10 0.29 0.08
-0.11 -0.02 0.21
-0.33 0.15 -0.31



Record 2
DFT (the ωB97M-V functional and the def2-TZVPD basis) results for one molecule with the formula C4H5NO2 in a non-equilibrium geometry.

Output
SMILES	O=C[C@H]1CN1C=O
net charge	0
HOMO energy	-10.162	eV
HOMO-LUMO gap	10.7	eV
multiplicity	1
relative energy (zero: lowest compared OMol25 entry of this formula, charge and spin)	2.946	eV
electronic energy	-9811.369	eV

Atoms and positions in Å:
O1 -1.729 0.448 0.965
C1 -0.812 -0.318 1.173
C2 0.575 0.146 0.766
C3 1.394 -0.232 -0.396
N1 0.463 0.914 -0.490
C4 -0.755 0.433 -1.112
O2 -1.041 -0.742 -1.176
H1 -0.982 -1.253 1.715
H2 1.067 0.635 1.609
H3 1.137 -1.100 -0.991
H4 2.437 0.076 -0.408
H5 -1.374 1.212 -1.560

Cartesian forces (eV/Å) of the 6 atoms listed first:
0.11 -0.63 0.91
-0.29 0.49 0.60
-0.15 0.07 0.21
0.14 -0.30 0.04
-0.15 0.06 -0.33
0.16 -0.49 -0.84



Record 3
DFT (the ωB97M-V functional and the def2-TZVPD basis) results for one molecule with the formula C4H5NO2.

Output
SMILES	O=CC(=O)N1CC1
net charge	0
HOMO energy	-9.850	eV
HOMO-LUMO gap	9.9	eV
multiplicity	1
relative energy (zero: lowest compared OMol25 entry of this formula, charge and spin)	2.079	eV
electronic energy	-9812.235	eV

Atoms and positions in Å:
O1 1.778 1.579 0.553
C1 2.057 0.422 0.378
C2 1.039 -0.667 0.059
O2 1.413 -1.817 -0.097
N1 -0.231 -0.248 -0.006
C3 -1.536 -0.643 -0.370
C4 -1.189 0.789 -0.016
H1 3.088 0.027 0.430
H2 -2.076 -1.257 0.345
H3 -1.704 -0.892 -1.416
H4 -1.136 1.528 -0.810
H5 -1.503 1.179 0.950

Cartesian forces (eV/Å) of the 6 atoms listed first:
0.06 -0.40 -0.08
0.10 0.37 0.12
-0.12 -0.28 -0.05
-0.10 0.38 -0.01
0.32 -0.21 0.05
-0.19 -0.21 -0.09